{"formula": "CH5N4OS", "method": "wB97M-V/def2-TZVPD", "homo_lumo_gap_ev": [4.40, 7.15], "fmax_ev_per_a": 1.1, "charge": -1, "homo_energy_ha": [-0.081, -0.123], "relative_energy_ev": 0.784, "elements": ["C", "N", "N", "N", "N", "O", "S", "H", "H", "H", "H", "H"], "coordinates": [[-0.67, 1.15, 0.52], [-0.45, -0.38, -1.26], [0.35, 1.85, 0.23], [1.72, -1.39, 0.93], [-1.15, 0.07, -0.14], [1.85, -1.13, -0.31], [-2.55, -0.73, 0.35], [-1.28, 1.44, 1.36], [-0.91, -1.23, -1.58], [0.53, -0.67, -0.98], [0.85, 1.51, -0.59], [1.72, -0.49, 1.48]], "mulliken_charge": [-0.032, -0.795, -0.692, -0.272, 0.256, -0.424, -0.499, 0.359, 0.271, 0.297, 0.334, 0.195]}